Arrangement a

Entry from OMol25: one molecule with the formula C5H11N3 (ωB97M-V/def2-TZVPD).

The value obtained for the LUMO energy (spin up / spin down) is 0.232 / 0.293 eV. As for the orbital gap (spin up / spin down): 8.0 / 9.3 eV.

```
19
Properties=species:S:1:pos:R:3:nbo_charge:R:1
C 0.14 0.10 -2.79 -0.410
N 0.26 0.28 -1.35 -0.620
C -0.28 -0.68 -0.54 0.307
N -1.01 -1.67 -0.73 -0.335
H 1.15 0.62 -1.03 0.397
H 0.48 1.00 -3.30 0.203
H 0.72 -0.76 -3.16 0.187
H -0.91 -0.07 -3.04 0.212
C -0.83 1.65 1.39 -0.677
N 1.48 -1.18 1.09 -0.830
C 0.10 -0.72 1.01 -0.156
C -0.38 0.32 1.85 -0.082
H 1.78 -1.25 2.06 0.366
H 1.55 -2.10 0.67 0.369
H -0.65 -1.58 1.23 0.223
H -0.67 0.03 2.85 0.178
H -0.85 2.36 2.22 0.221
H -1.86 1.60 1.01 0.226
H -0.22 2.05 0.58 0.221
```

Arrangement b

Entry from OMol25: a 2-piece molecular cluster, C5H11N3 overall (ωB97M-V/def2-TZVPD).

The value obtained for the LUMO energy is 0.868 eV. As for the orbital gap: 8.6 eV.

```
19
Properties=species:S:1:pos:R:3:nbo_charge:R:1
C 2.56 -0.87 -0.43 -0.034
C -1.53 -0.06 -1.18 -0.593
C -1.47 -0.65 1.22 -0.595
C -0.22 1.27 0.26 0.234
C -0.75 -0.07 0.09 -0.370
N 1.73 -1.83 -0.33 -0.617
N 1.09 3.20 0.57 -0.641
N 0.43 2.19 0.47 0.014
H 3.60 -1.07 -0.58 0.168
H -2.02 -0.96 -1.51 0.212
H -0.86 0.11 -2.05 0.223
H -2.49 0.63 -1.00 0.206
H -1.84 -1.59 1.04 0.213
H -0.87 -0.73 2.18 0.218
H -2.34 -0.06 1.70 0.209
H 2.21 -0.04 0.02 0.168
H 0.23 -0.67 -0.11 0.305
H 1.97 -2.78 -0.82 0.351
H 0.58 3.98 0.46 0.330
```

Of them, arrangement a has the highest stability.